No. 1
Entry from the OMol25 dataset: a 2-piece molecular cluster, C2H2F3I overall at a distorted geometry (ωB97M-V with the def2-TZVPD basis set).

Summary:
maximum force	2.56	eV Å⁻¹
electronic energy	-18354.9158	eV
LUMO (spin up / spin down)	0.0959 / -1.2487	eV
orbital gap (spin up / spin down)	0.340 / 0.274	Eh
relative energy (zero: lowest compared OMol25 entry of this formula, charge and spin)	99.4	kcal per mole

Structure (ORCA input):
```
! RIJCOSX wB97M-V def2-TZVPD def2/J DEFGRID3
* xyz 0 1
C 1.349 -1.234 0.023
C -1.167 0.978 0.010
F 1.791 -1.202 1.303
F -2.286 0.778 0.643
F -0.355 1.693 0.728
I -1.811 1.756 -1.943
H 2.119 -0.936 -0.662
H 0.359 -1.834 -0.103
*
```

Results of the Löwdin charge analysis, in e, for atoms 1 through 2:
1. C -0.0272
2. C -0.7862

---

No. 2
Entry from the OMol25 dataset: a 2-piece molecular cluster, C2H2F3NO overall at a distorted geometry (ωB97M-V with the def2-TZVPD basis set).

Summary:
maximum force	4.90	eV Å⁻¹
electronic energy	-13791.8929	eV
LUMO (spin up / spin down)	-0.8017 / -2.8121	eV
orbital gap (spin up / spin down)	0.344 / 0.245	Eh
relative energy (zero: lowest compared OMol25 entry of this formula, charge and spin)	120.1	kcal per mole

Structure (ORCA input):
```
! RIJCOSX wB97M-V def2-TZVPD def2/J DEFGRID3
* xyz 0 1
C 1.265 -0.460 -0.300
C -1.822 0.419 0.260
N 2.402 -0.700 0.211
O 0.178 -0.969 0.034
F -2.509 -0.532 0.866
F -1.445 1.376 1.016
F -2.504 0.825 -0.781
H 1.119 0.269 -1.217
H 3.316 -0.228 -0.089
*
```

Results of the Löwdin charge analysis, in e, for atoms 1 through 2:
1. C -0.5191
2. C -0.4451

---

No. 3
Entry from the OMol25 dataset: C2H2F5NOP as an isolated structure at a distorted geometry (ωB97M-V with the def2-TZVPD basis set).

Summary:
maximum force	2.91	eV Å⁻¹
electronic energy	-28518.4583	eV
LUMO	4.2481	eV
orbital gap	0.295	Eh
relative energy (zero: lowest compared OMol25 entry of this formula, charge and spin)	25.2	kcal per mole

Structure (ORCA input):
```
! RIJCOSX wB97M-V def2-TZVPD def2/J DEFGRID3
* xyz -1 1
C 1.318 -0.807 -0.052
C -0.043 1.409 -0.086
N 0.323 0.019 -0.441
O -0.845 -0.796 -0.372
F 2.540 -0.223 -0.109
F 1.306 -1.301 1.259
F 1.324 -1.971 -0.718
F 0.282 2.384 -1.082
F 1.002 1.750 0.814
P -1.848 0.001 0.676
H -2.612 0.713 -0.260
H -2.746 -1.177 0.372
*
```

Results of the Löwdin charge analysis, in e, for atoms 1 through 2:
1. C -0.6571
2. C -0.3920

---

No. 4
Entry from the OMol25 dataset: C2H2FFeO as an isolated structure at a distorted geometry (ωB97M-V with the def2-TZVPD basis set).

Summary:
maximum force	2.93	eV Å⁻¹
electronic energy	-41213.1200	eV
LUMO (spin up / spin down)	-19.3335 / -22.9191	eV
orbital gap (spin up / spin down)	0.187 / 0.183	Eh
relative energy (zero: lowest compared OMol25 entry of this formula, charge and spin)	2.5	kcal per mole

Structure (ORCA input):
```
! RIJCOSX wB97M-V def2-TZVPD def2/J DEFGRID3
* xyz 3 7
H -0.287 -1.248 0.939
C -0.547 -0.798 -0.023
C -1.583 0.123 -0.038
O -2.225 1.053 -0.034
Fe 3.278 1.217 0.038
F 1.571 0.843 0.103
H -0.207 -1.190 -0.984
*
```

Results of the Löwdin charge analysis, in e, for atoms 1 through 2:
1. H 0.1408
2. C 0.2448

---

No. 5
Entry from the OMol25 dataset: one molecule with the formula C2H2FIO at a distorted geometry (ωB97M-V with the def2-TZVPD basis set).

Summary:
maximum force	5.29	eV Å⁻¹
electronic energy	-14964.1175	eV
LUMO (spin up / spin down)	-1.1126 / -3.3480	eV
orbital gap (spin up / spin down)	0.162 / 0.237	Eh
relative energy (zero: lowest compared OMol25 entry of this formula, charge and spin)	82.0	kcal per mole

Structure (ORCA input):
```
! RIJCOSX wB97M-V def2-TZVPD def2/J DEFGRID3
* xyz 0 3
C 0.952 -1.630 -0.261
C -0.440 1.728 0.424
O 1.045 -2.731 -0.697
F -1.507 1.554 1.369
I -0.581 -0.144 -0.929
H 1.443 -1.001 0.446
H -0.912 2.224 -0.352
*
```

Results of the Löwdin charge analysis, in e, for atoms 1 through 2:
1. C -0.7127
2. C -0.1933

---

No. 6
Entry from the OMol25 dataset: a 2-piece molecular cluster, C2H2FIO3 overall (ωB97M-V with the def2-TZVPD basis set).

Summary:
maximum force	0.84	eV Å⁻¹
electronic energy	-19066.9067	eV
LUMO	-0.2538	eV
SMILES	O=C(O)C(=O)F.I
orbital gap	0.366	Eh
relative energy (zero: lowest compared OMol25 entry of this formula, charge and spin)	0.0	kcal per mole

Structure (ORCA input):
```
! RIJCOSX wB97M-V def2-TZVPD def2/J DEFGRID3
* xyz 0 1
C 1.666 -2.149 -0.351
C 0.756 -1.829 -1.546
O 2.069 -3.197 -0.007
O 0.751 -2.464 -2.558
O -0.030 -0.801 -1.274
F 1.981 -1.021 0.327
I -1.472 1.337 2.341
H 0.047 1.385 1.935
H -0.650 -0.598 -1.995
*
```

Results of the Löwdin charge analysis, in e, for atoms 1 through 2:
1. C -0.3530
2. C -0.4468

---

No. 7
Entry from the OMol25 dataset: C2H2FLiO as an isolated structure at a distorted geometry (ωB97M-V with the def2-TZVPD basis set).

Summary:
maximum force	3.07	eV Å⁻¹
electronic energy	-7072.9909	eV
LUMO	-0.3974	eV
orbital gap	0.237	Eh
relative energy (zero: lowest compared OMol25 entry of this formula, charge and spin)	84.5	kcal per mole

Structure (ORCA input):
```
! RIJCOSX wB97M-V def2-TZVPD def2/J DEFGRID3
* xyz 0 1
C 0.180 0.132 -0.629
C -0.388 0.574 0.570
O 0.677 -0.315 0.957
H 0.835 0.634 -1.341
F -0.358 -1.059 -1.172
H -0.144 1.636 0.754
Li -0.802 -1.602 0.861
*
```

Results of the Löwdin charge analysis, in e, for atoms 1 through 2:
1. C -0.2164
2. C -0.3486

---

No. 8
Entry from the OMol25 dataset: C2H2FLiO as an isolated structure at a distorted geometry (ωB97M-V with the def2-TZVPD basis set).

Summary:
maximum force	4.40	eV Å⁻¹
electronic energy	-7072.7253	eV
LUMO (spin up / spin down)	-1.0550 / -0.9793	eV
orbital gap (spin up / spin down)	0.226 / 0.215	Eh
relative energy (zero: lowest compared OMol25 entry of this formula, charge and spin)	90.6	kcal per mole

Structure (ORCA input):
```
! RIJCOSX wB97M-V def2-TZVPD def2/J DEFGRID3
* xyz 0 1
C -0.080 0.684 -0.064
C -0.401 -0.605 0.327
F -1.110 1.612 -0.195
O 0.594 0.430 -1.143
H -1.300 -1.105 -0.033
H 0.325 -1.188 0.899
Li 1.972 0.172 0.209
*
```

Results of the Löwdin charge analysis, in e, for atoms 1 through 2:
1. C -0.6886
2. C 0.0025

---

No. 9
Entry from the OMol25 dataset: C2H2FMgNaO2 as an isolated structure at a distorted geometry (ωB97M-V with the def2-TZVPD basis set).

Summary:
maximum force	8.48	eV Å⁻¹
electronic energy	-18759.9063	eV
LUMO	-11.8699	eV
orbital gap	0.193	Eh
relative energy (zero: lowest compared OMol25 entry of this formula, charge and spin)	0.0	kcal per mole

Structure (ORCA input):
```
! RIJCOSX wB97M-V def2-TZVPD def2/J DEFGRID3
* xyz 2 1
H -0.852 1.323 -0.589
O -1.172 -1.231 0.526
C -1.153 -0.053 0.161
C 0.097 0.428 -0.532
O 1.194 0.001 0.085
Na 0.679 -2.258 1.225
Mg 2.976 0.587 -0.197
F -1.885 0.786 0.958
H 0.115 0.417 -1.636
*
```

Results of the Löwdin charge analysis, in e, for atoms 1 through 2:
1. H 0.2322
2. O 0.0833

---

No. 10
Entry from the OMol25 dataset: one molecule with the formula C2H2FN3O at a distorted geometry (ωB97M-V with the def2-TZVPD basis set).

Summary:
maximum force	3.42	eV Å⁻¹
electronic energy	-11338.5429	eV
LUMO	-1.1765	eV
SMILES	O[C@]1(F)C=NN=N1
orbital gap	0.356	Eh
relative energy (zero: lowest compared OMol25 entry of this formula, charge and spin)	46.0	kcal per mole

Structure (ORCA input):
```
! RIJCOSX wB97M-V def2-TZVPD def2/J DEFGRID3
* xyz 0 1
C -0.736 -1.096 0.116
C -0.096 -0.078 -0.699
N -0.270 -2.250 -0.114
N 0.665 -0.939 -1.572
N 0.659 -2.090 -1.186
O 0.770 0.830 -0.142
F -1.133 0.659 -1.356
H -1.510 -0.729 0.701
H 1.470 1.265 -0.651
*
```

Results of the Löwdin charge analysis, in e, for atoms 1 through 2:
1. C -0.0568
2. C -0.5627

---

No. 11
Entry from the OMol25 dataset: a 3-piece molecular cluster, C2H2FNO overall at a distorted geometry (ωB97M-V with the def2-TZVPD basis set).

Summary:
maximum force	4.83	eV Å⁻¹
electronic energy	-8355.6551	eV
LUMO (spin up / spin down)	-0.4908 / -0.4942	eV
orbital gap (spin up / spin down)	0.335 / 0.333	Eh
relative energy (zero: lowest compared OMol25 entry of this formula, charge and spin)	114.5	kcal per mole

Structure (ORCA input):
```
! RIJCOSX wB97M-V def2-TZVPD def2/J DEFGRID3
* xyz 0 1
C 1.698 -0.651 -0.340
C -1.382 1.221 0.247
N 1.626 0.444 -0.086
O -1.913 0.341 -0.186
F -1.188 -1.226 -0.093
H 1.808 -1.786 -0.379
H -0.649 1.657 0.836
*
```

Results of the Löwdin charge analysis, in e, for atoms 1 through 2:
1. C -0.1004
2. C 0.1366

---

No. 12
Entry from the OMol25 dataset: a 2-piece molecular cluster, C2H2FNO overall at a distorted geometry (ωB97M-V with the def2-TZVPD basis set).

Summary:
maximum force	6.10	eV Å⁻¹
electronic energy	-8356.6608	eV
LUMO (spin up / spin down)	-0.8765 / -0.8885	eV
orbital gap (spin up / spin down)	0.324 / 0.314	Eh
relative energy (zero: lowest compared OMol25 entry of this formula, charge and spin)	91.3	kcal per mole

Structure (ORCA input):
```
! RIJCOSX wB97M-V def2-TZVPD def2/J DEFGRID3
* xyz 0 1
C 1.294 -0.215 -0.211
C -0.036 0.180 0.202
N 2.335 -0.461 -0.549
O -0.861 -0.337 1.059
F -0.388 1.499 0.083
H -0.541 -0.397 -1.594
H -1.804 -0.270 1.011
*
```

Results of the Löwdin charge analysis, in e, for atoms 1 through 2:
1. C -0.2117
2. C -0.4267

---

No. 13
Entry from the OMol25 dataset: one molecule with the formula C2H2FNO at a distorted geometry (ωB97M-V with the def2-TZVPD basis set).

Summary:
maximum force	3.50	eV Å⁻¹
electronic energy	-8360.6188	eV
LUMO	-0.1630	eV
SMILES	C=NC(=O)F
orbital gap	0.401	Eh
relative energy (zero: lowest compared OMol25 entry of this formula, charge and spin)	0.0	kcal per mole

Structure (ORCA input):
```
! RIJCOSX wB97M-V def2-TZVPD def2/J DEFGRID3
* xyz 0 1
C 0.922 0.446 -0.401
C -0.963 -0.493 0.394
N 0.164 -0.653 -0.149
O 1.175 1.272 0.400
F 1.645 0.417 -1.565
H -1.483 -1.399 0.868
H -1.461 0.409 0.452
*
```

Results of the Löwdin charge analysis, in e, for atoms 1 through 2:
1. C -0.5729
2. C 0.0380

---

No. 14
Entry from the OMol25 dataset: a 3-piece molecular cluster, C2H2FNO2 overall at a distorted geometry (ωB97M-V with the def2-TZVPD basis set).

Summary:
maximum force	3.72	eV Å⁻¹
electronic energy	-10408.4522	eV
LUMO	0.5766	eV
orbital gap	0.441	Eh
relative energy (zero: lowest compared OMol25 entry of this formula, charge and spin)	16.9	kcal per mole

Structure (ORCA input):
```
! RIJCOSX wB97M-V def2-TZVPD def2/J DEFGRID3
* xyz 0 1
C -0.223 -0.580 -0.369
C 2.407 0.670 0.367
N 0.339 -1.357 0.330
O -0.961 0.143 -0.902
O 3.280 1.220 -0.148
F -3.228 1.124 0.491
H -2.710 0.836 -0.197
H 1.097 -2.056 0.428
*
```

Results of the Löwdin charge analysis, in e, for atoms 1 through 2:
1. C -0.4566
2. C 0.0365

---

No. 15
Entry from the OMol25 dataset: a 2-piece molecular cluster, C2H2FNO2 overall at a distorted geometry (ωB97M-V with the def2-TZVPD basis set).

Summary:
maximum force	3.28	eV Å⁻¹
electronic energy	-10403.4774	eV
LUMO	-0.8290	eV
SMILES	N#CC=O.OF
orbital gap	0.398	Eh
relative energy (zero: lowest compared OMol25 entry of this formula, charge and spin)	131.6	kcal per mole

Structure (ORCA input):
```
! RIJCOSX wB97M-V def2-TZVPD def2/J DEFGRID3
* xyz 0 1
C -1.682 -0.990 -0.050
C -0.814 0.118 -0.451
N -2.516 -1.704 0.244
O 0.227 -0.086 -1.031
O 2.818 1.387 0.095
F 3.108 0.010 -0.029
H -1.402 0.944 -0.188
H 2.959 1.740 -0.763
*
```

Results of the Löwdin charge analysis, in e, for atoms 1 through 2:
1. C -0.1564
2. C -0.2182

---

No. 16
Entry from the OMol25 dataset: a 2-piece molecular cluster, C2H2FNO2 overall at a distorted geometry (ωB97M-V with the def2-TZVPD basis set).

Summary:
maximum force	3.52	eV Å⁻¹
electronic energy	-10403.8663	eV
LUMO	-0.4526	eV
SMILES	O=C=CF.N=O
orbital gap	0.327	Eh
relative energy (zero: lowest compared OMol25 entry of this formula, charge and spin)	122.6	kcal per mole

Structure (ORCA input):
```
! RIJCOSX wB97M-V def2-TZVPD def2/J DEFGRID3
* xyz 0 1
C -1.996 -2.155 0.308
C -1.456 -1.014 0.679
N 2.175 0.443 0.353
O -2.440 -3.208 0.020
O 2.882 1.192 -0.206
F -1.122 0.015 -0.137
H 1.479 0.048 -0.232
H -0.976 -0.875 1.604
*
```

Results of the Löwdin charge analysis, in e, for atoms 1 through 2:
1. C -0.1210
2. C -0.1454

---

No. 17
Entry from the OMol25 dataset: one molecule with the formula C2H2FO2P at a distorted geometry (ωB97M-V with the def2-TZVPD basis set).

Summary:
maximum force	3.50	eV Å⁻¹
electronic energy	-18208.1288	eV
LUMO	0.4808	eV
SMILES	FP1OC=CO1
orbital gap	0.344	Eh
relative energy (zero: lowest compared OMol25 entry of this formula, charge and spin)	0.0	kcal per mole

Structure (ORCA input):
```
! RIJCOSX wB97M-V def2-TZVPD def2/J DEFGRID3
* xyz 0 1
C -0.795 0.671 0.090
C -0.752 -0.654 0.063
O 0.351 1.325 0.316
O 0.526 -1.169 0.316
F 2.167 0.007 -1.101
P 1.691 -0.091 0.452
H -1.662 1.292 -0.055
H -1.526 -1.379 -0.081
*
```

Results of the Löwdin charge analysis, in e, for atoms 1 through 2:
1. C -0.2611
2. C -0.1682

---

No. 18
Entry from the OMol25 dataset: a 2-piece molecular cluster, C2H2FOP overall at a distorted geometry (ωB97M-V with the def2-TZVPD basis set).

Summary:
maximum force	4.95	eV Å⁻¹
electronic energy	-16157.4292	eV
LUMO	-1.4928	eV
orbital gap	0.344	Eh
relative energy (zero: lowest compared OMol25 entry of this formula, charge and spin)	40.4	kcal per mole

Structure (ORCA input):
```
! RIJCOSX wB97M-V def2-TZVPD def2/J DEFGRID3
* xyz 0 1
C 0.328 -0.009 0.085
C -1.075 -0.437 0.132
O -1.569 -1.520 0.095
F -1.896 0.744 0.299
P 1.028 1.518 0.079
H 1.053 -1.172 -0.378
H 2.131 0.875 -0.312
*
```

Results of the Löwdin charge analysis, in e, for atoms 1 through 2:
1. C -0.4752
2. C -0.5288

---

No. 19
Entry from the OMol25 dataset: C2H2FOSc as an isolated structure at a distorted geometry (ωB97M-V with the def2-TZVPD basis set).

Summary:
maximum force	3.36	eV Å⁻¹
electronic energy	-27559.6979	eV
LUMO (spin up / spin down)	-5.9087 / -5.9839	eV
orbital gap (spin up / spin down)	0.245 / 0.244	Eh
relative energy (zero: lowest compared OMol25 entry of this formula, charge and spin)	30.9	kcal per mole

Structure (ORCA input):
```
! RIJCOSX wB97M-V def2-TZVPD def2/J DEFGRID3
* xyz 1 2
C -0.170 -0.664 -0.421
C 0.444 0.581 -0.215
O 0.721 -0.217 0.922
H 0.077 -1.472 -1.106
F -1.477 -0.711 0.068
H 1.327 0.836 -0.814
Sc -0.922 1.646 1.566
*
```

Results of the Löwdin charge analysis, in e, for atoms 1 through 2:
1. C -0.1404
2. C -0.3261

---

No. 20
Entry from the OMol25 dataset: C2H2HgO2 as an isolated structure at a distorted geometry (ωB97M-V with the def2-TZVPD basis set).

Summary:
maximum force	3.32	eV Å⁻¹
electronic energy	-10371.4825	eV
LUMO (spin up / spin down)	0.5987 / -1.7025	eV
orbital gap (spin up / spin down)	0.311 / 0.264	Eh
relative energy (zero: lowest compared OMol25 entry of this formula, charge and spin)	9.8	kcal per mole

Structure (ORCA input):
```
! RIJCOSX wB97M-V def2-TZVPD def2/J DEFGRID3
* xyz 0 3
O 2.097 0.232 0.284
C 0.885 0.017 -0.230
C -0.097 1.011 0.011
O -1.305 0.643 0.200
H 0.179 2.073 0.195
Hg -1.160 -1.578 -0.211
H 2.241 1.171 -0.101
*
```

Results of the Löwdin charge analysis, in e, for atoms 1 through 2:
1. O -0.0332
2. C -0.2815